Record 1
14
Properties=species:S:1:pos:R:3:nbo_charge:R:1 method="wB97M-V/def2-TZVPD" homo_lumo_gap_ev=9.94 homo_energy_ev=-8.958 fmax_ev_per_a=3.34 relative_energy_ev=1.929 smiles=C[C@@H]1O[C@@H]1CS
C 2.346 0.744 -0.377 -0.638
C 1.699 -0.411 0.309 0.053
O 0.706 -0.998 -0.494 -0.490
C 0.333 -0.398 0.693 0.034
C -0.608 0.772 0.423 -0.521
S -2.243 0.059 -0.177 -0.088
H 3.052 0.312 -1.083 0.219
H 2.993 1.240 0.387 0.213
H 1.728 1.462 -1.039 0.223
H 2.469 -0.927 0.875 0.190
H -0.026 -1.055 1.474 0.188
H -0.252 1.249 -0.546 0.229
H -0.736 1.497 1.296 0.237
H -1.616 -0.975 -0.867 0.150

Record 2
19
Properties=species:S:1:pos:R:3:nbo_charge:R:1 method="wB97M-V/def2-TZVPD" homo_lumo_gap_ev=7.85 homo_energy_ev=-7.699 fmax_ev_per_a=4.22 relative_energy_ev=5.391
C 3.031 0.383 0.253 -0.199
C 3.056 -0.930 -0.153 -0.243
C 1.844 1.025 0.343 -0.239
C 1.859 -1.552 -0.462 -0.182
C 0.614 0.440 0.097 0.123
C 0.668 -0.903 -0.298 -0.274
C -3.810 0.469 0.208 -0.278
N -0.608 0.992 0.221 -0.544
N -1.769 -0.563 -0.015 -0.165
O -2.840 -0.178 -0.724 -0.368
S -0.807 -1.589 -0.880 0.518
H 4.016 0.723 0.658 0.221
H 3.969 -1.407 -0.213 0.210
H 1.888 2.119 0.672 0.215
H 1.875 -2.668 -0.830 0.219
H -4.598 -0.152 0.507 0.189
H -4.256 1.434 -0.099 0.199
H -3.146 0.594 1.107 0.222
H -0.985 1.764 -0.391 0.376